16
Properties=species:S:1:pos:R:3:forces:R:3 method="wB97M-V/def2-TZVPD" de_lowest_kcal_mol=26.65 orbital_gap_ha=0.368 smiles="C=C(C)CCS"
C -0.4609 -2.2085 1.3990 -1.148 -0.990 -0.258
C -0.0187 -0.9661 1.3452 1.176 1.292 -1.069
C 0.1772 -0.1230 2.5936 0.468 -1.017 0.604
C 0.4243 -0.3774 -0.0370 -1.073 -0.121 0.952
C -0.2431 0.9825 -0.4761 -0.190 -1.661 -0.671
S 0.1053 1.2253 -2.2870 0.393 0.894 0.559
H -0.6068 -2.8858 0.4965 0.254 1.082 1.315
H -0.8654 -2.5279 2.3703 0.404 -0.396 -0.492
H 1.1874 0.3371 2.6485 -0.332 -0.572 -0.158
H -0.4730 0.7464 2.5738 -0.473 -0.061 0.329
H 0.0456 -0.8040 3.5120 -0.028 1.405 -1.228
H 1.5335 -0.3551 -0.1027 -0.702 0.332 -0.043
H 0.0507 -1.1237 -0.7349 0.325 -0.001 -0.288
H -1.3294 1.0797 -0.3234 0.277 -0.769 -0.060
H 0.1138 1.8157 0.0820 0.881 0.810 0.019
H -0.6143 0.2671 -2.8785 -0.234 -0.228 0.489


40
Properties=species:S:1:pos:R:3:forces:R:3 method="wB97M-V/def2-TZVPD" de_lowest_kcal_mol=28.50 orbital_gap_ha=0.212 total_charge=+1
Mg -2.0139 2.7878 2.1134 0.815 -1.044 -0.809
C -0.6373 -0.2387 0.0783 -1.338 0.493 0.895
C -1.2829 0.9298 0.8197 1.143 -0.111 0.590
O -1.7806 0.8214 1.9716 -1.264 -1.451 2.110
O -1.2051 2.1204 0.4460 -0.071 1.522 -2.333
H -0.5124 -1.0660 0.7770 0.477 0.330 0.172
H 0.2750 0.1373 -0.3847 -0.189 -0.419 -0.211
H -1.4014 -0.6519 -0.5802 0.218 0.325 -0.644
Cl -1.6755 -4.2480 2.7182 2.241 -1.688 1.641
C -2.8499 -3.4098 1.8849 -1.847 1.235 -1.740
C -2.8899 -3.7634 0.3916 -0.409 -0.269 0.515
Cl -3.2064 -5.5544 0.2351 0.276 1.075 -0.251
H -2.6121 -2.3560 2.0299 -0.383 0.218 -0.277
H -3.8298 -3.6310 2.3079 0.040 0.122 0.063
H -1.9776 -3.4560 -0.1194 0.117 -0.521 0.018
H -3.7210 -3.2389 -0.0799 -0.062 -0.164 0.023
Cl -0.4709 3.2468 -4.8020 -0.413 -0.879 0.113
C -1.0625 1.5583 -4.3427 1.479 0.723 -0.555
C -0.3506 1.1607 -3.0782 -0.511 0.577 0.829
Cl 1.4078 0.8523 -3.2927 -0.639 -0.078 -0.010
H -0.6800 0.8780 -5.1035 -0.672 0.216 -0.399
H -2.1466 1.6427 -4.2664 0.231 -0.326 0.058
H -0.8234 0.2973 -2.6100 0.231 -0.204 -0.326
H -0.4616 1.9864 -2.3754 0.252 -0.057 0.193
Cl 2.1479 -1.8550 4.4104 0.627 0.526 0.499
C 1.2086 -1.8949 2.9187 0.603 0.005 -0.670
C 2.0904 -1.6004 1.6458 -0.848 -1.373 1.000
Cl 2.4950 0.1020 1.5119 0.185 0.472 0.185
H 0.4129 -1.1579 3.0270 -0.048 -0.139 -0.160
H 0.8287 -2.9127 3.0078 -0.276 0.194 -1.035
H 1.5828 -1.8774 0.7218 -0.182 -0.026 0.179
H 2.9981 -2.2027 1.6847 0.054 0.267 0.126
Cl 1.1682 3.7528 0.6540 -1.164 1.960 1.136
C 2.1007 2.9696 -0.5863 0.104 -1.612 -0.262
C 3.5097 3.4893 -0.5101 0.580 -1.010 1.184
Cl 3.7581 5.0296 -1.2372 -0.039 1.147 -0.629
H 1.5974 2.9627 -1.5532 0.175 0.484 0.114
H 1.9960 1.9753 -0.1521 0.865 -0.387 -0.857
H 4.3115 2.8286 -0.8400 -0.512 -0.315 -0.498
H 3.7026 3.5857 0.5583 0.154 0.183 0.022


8
Properties=species:S:1:pos:R:3:forces:R:3 method="wB97M-V/def2-TZVPD" de_lowest_kcal_mol=13.55 orbital_gap_ha=0.317 total_charge=-1
N -0.0818 1.0803 -0.0281 -2.878 0.582 0.837
O 2.2664 0.7142 -0.4315 3.171 -0.027 -0.387
P -1.6803 0.7170 0.4815 1.813 0.181 -0.911
P 1.0297 0.0034 -0.1505 -0.406 -2.285 0.605
H -2.0715 0.1859 -0.7682 -0.860 -0.260 -0.179
H -1.3922 -0.5844 0.9406 -0.538 -0.616 0.542
H 0.9095 -1.1649 -1.1400 -0.338 1.233 0.748
H 1.0202 -0.9515 1.0962 0.035 1.192 -1.254


41
Properties=species:S:1:pos:R:3:forces:R:3 method="wB97M-V/def2-TZVPD" de_lowest_kcal_mol=0.00 orbital_gap_ha=0.376 total_charge=+1
Ca 0.7235 0.1496 0.6408 0.980 -0.824 -1.988
C 1.0424 -2.5079 -0.8184 0.397 -0.152 -0.343
C 2.3546 -1.7590 -1.0655 -0.041 -0.535 -0.075
N 2.1440 -0.3111 -1.1142 1.136 0.142 -0.775
C 1.6139 0.2131 -2.3788 -0.037 0.111 -0.370
C 0.3368 0.9862 -2.1652 0.000 0.423 -0.555
C -0.0258 2.0830 -2.9357 -0.050 -0.100 0.153
C -1.2379 2.7024 -2.6631 -0.004 -0.167 0.062
C -2.0529 2.2061 -1.6551 0.148 -0.113 0.025
C -1.6023 1.1150 -0.9228 -0.447 0.383 -0.278
C -2.3839 0.4860 0.2051 -0.299 0.137 -0.152
N -1.4845 -0.0636 1.2209 -1.159 0.244 0.643
C -1.6733 -1.4702 1.5648 -0.074 -0.574 -0.019
C -0.9971 -2.3722 0.5287 -0.518 -0.102 0.223
N 0.4328 -2.0938 0.4396 0.025 -1.439 0.167
N -0.4389 0.5352 -1.1886 -0.881 -0.047 -1.285
H 1.2371 -3.5900 -0.8581 -0.096 0.179 -0.109
H 0.3449 -2.2543 -1.6197 -0.026 -0.110 -0.021
H 2.8103 -2.1301 -1.9958 -0.012 -0.009 0.211
H 3.0453 -1.9625 -0.2413 0.017 -0.027 -0.105
H 3.0341 0.1433 -0.9338 -0.024 -0.056 -0.067
H 1.3857 -0.6135 -3.0615 0.123 0.022 0.023
H 2.3462 0.8553 -2.8790 -0.069 -0.163 0.037
H 0.6200 2.4504 -3.7188 0.073 0.019 -0.025
H -1.5391 3.5725 -3.2262 -0.051 0.048 -0.070
H -3.0076 2.6599 -1.4373 -0.037 0.067 0.066
H -2.9936 -0.3161 -0.2269 -0.046 0.052 0.110
H -3.0682 1.2278 0.6340 0.065 -0.203 -0.074
H -1.5646 0.4913 2.0661 -0.074 -0.027 -0.047
H -2.7406 -1.7378 1.6332 0.252 0.007 0.062
H -1.2073 -1.6405 2.5415 -0.129 0.052 -0.082
H -1.4297 -2.1545 -0.4506 -0.031 -0.131 -0.020
H -1.2041 -3.4227 0.7777 -0.049 0.148 -0.161
H 0.9124 -2.5498 1.2145 -0.053 0.062 -0.043
C 0.8153 1.8703 4.0403 -0.124 -0.145 -0.238
C 0.9906 1.2216 2.6890 0.082 0.892 1.873
O 1.2118 -0.0114 2.6217 0.758 -1.090 2.441
O 0.8755 1.9079 1.6457 0.123 2.875 0.649
H 1.7847 2.2211 4.3826 0.127 0.059 0.054
H 0.4414 1.1402 4.7527 0.021 0.010 0.065
H 0.1479 2.7228 3.9578 0.003 0.080 0.039


| no. | LUMO level (eV) |
| --- | --- |
| 1 | 0.9 |
| 2 | -7.1 |
| 3 | 4.7 |
| 4 | -2.6 |